<w>
C4H4ClN | the ωB97M-V functional and the def2-TZVPD basis

Last column: Mulliken charge in e.
Geometry (Å):
Cl -2.760 -0.371 -0.104  -0.190
C -1.136 0.043 -0.176  0.332
C -0.118 -1.014 -0.105  -0.348
C 1.145 -0.267 -0.053  -0.481
N 0.818 1.145 -0.145  -0.473
C -0.437 1.289 0.019  -0.397
H -0.182 -2.094 0.013  0.393
H 1.565 -0.395 0.952  0.227
H 1.924 -0.536 -0.606  0.420
H -0.820 2.201 0.204  0.517

## Properties
**SMILES string**: ClC1=CCN=C1
**Spin multiplicity**: 1
**HOMO-LUMO gap**: 9.3158 eV
**LUMO energy**: 0.344 eV
**HOMO level**: -8.97 eV
**Total charge**: 0

=====

<x>
C4H4ClN | the ωB97M-V functional and the def2-TZVPD basis

Last column: Mulliken charge in e.
Geometry (Å):
C 0.676 1.116 -0.678  -0.773
C 0.175 0.027 0.039  0.358
C 0.874 -1.152 -0.220  0.195
N 1.501 -2.055 -0.269  -0.370
C -1.071 -0.140 0.719  -0.481
Cl -2.196 -0.851 -0.556  -0.163
H 0.428 2.160 -0.621  0.350
H 1.913 0.775 -0.815  0.234
H -1.216 0.868 0.759  0.295
H -1.084 -0.748 1.641  0.356

## Properties
**SMILES string**: C=C(C#N)CCl
**Spin multiplicity**: 1
**HOMO-LUMO gap**: 9.9007 eV
**LUMO energy**: -0.422 eV
**HOMO level**: -10.32 eV
**Total charge**: 0

=====

Short version: <w>, <x>, most stable first.

=====

<w>
C3H12O2S | the ωB97M-V functional and the def2-TZVPD basis

Last column: Mulliken charge in e.
Geometry (Å):
C -0.875 -2.241 -0.286  -1.173
C -0.273 -1.022 -1.010  -0.543
S 1.508 -0.888 -0.420  -0.080
C 2.436 -0.763 -1.967  -0.964
H -1.688 -2.755 -0.851  0.293
H -1.308 -1.893 0.632  0.347
H -0.255 -2.947 0.152  0.424
H -0.957 -0.278 -0.965  0.436
H -0.320 -1.198 -2.073  0.353
H 3.505 -0.948 -1.693  0.310
H 2.207 -1.600 -2.547  0.340
H 2.488 0.198 -2.538  0.283
O -2.514 4.994 1.933  -0.626
H -3.128 4.451 2.450  0.323
H -2.205 5.630 2.503  0.303
O 0.253 0.330 2.566  -0.640
H 0.867 -0.220 2.014  0.285
H 0.257 1.148 2.101  0.328

## Properties
**SMILES string**: CCSC.O.O
**Spin multiplicity**: 1
**HOMO-LUMO gap**: 9.7019 eV
**LUMO energy**: 0.832 eV
**HOMO level**: -8.87 eV
**Total charge**: 0

=====

<x>
C3H12O2S | the ωB97M-V functional and the def2-TZVPD basis

Last column: Mulliken charge in e.
Geometry (Å):
C 1.414 1.451 -0.918  -0.933
C 0.543 1.453 0.468  -0.434
S -1.242 1.513 0.015  -0.164
C -2.012 0.277 1.096  -0.648
H 0.788 1.273 -1.744  0.355
H 1.937 0.547 -0.783  0.087
H 2.026 2.317 -0.755  0.335
H 0.637 2.412 0.981  0.332
H 0.906 0.595 1.083  0.315
H -2.917 0.050 0.624  0.305
H -1.333 -0.522 1.436  0.173
H -2.309 0.898 1.950  0.293
O 1.200 -1.745 -1.935  -0.597
H 1.112 -0.923 -2.253  0.290
H 2.127 -1.685 -1.653  0.321
O -1.255 -2.332 1.018  -0.637
H -0.252 -2.597 1.053  0.321
H -1.368 -2.981 0.316  0.288

## Properties
**SMILES string**: CCSC.O.O
**Spin multiplicity**: 1
**HOMO-LUMO gap**: 8.4607 eV
**LUMO energy**: 0.549 eV
**HOMO level**: -7.91 eV
**Total charge**: 0

=====

Short version: <w>, <x>, most stable first.

=====

<w>
CH4Cl2O2P | the ωB97M-V functional and the def2-TZVPD basis

Last column: Mulliken charge in e.
Geometry (Å):
C 1.206 -0.421 1.158  -0.571
O -0.229 0.389 -2.359  -0.540
O 0.100 0.292 0.623  -0.155
P -1.046 0.167 -0.393  1.034
Cl -2.219 1.692 -0.082  0.000
Cl -1.778 -1.619 -0.420  -0.009
H 1.870 0.114 1.840  0.266
H 1.716 -0.830 0.425  0.335
H 0.680 -1.178 1.863  0.286
H -0.299 1.394 -2.654  0.353

## Properties
**Spin multiplicity**: 1
**HOMO-LUMO gap**: 10.1506 eV
**LUMO energy**: -5.989 eV
**HOMO level**: -16.14 eV
**Total charge**: +1

=====

<x>
CH4Cl2O2P | the ωB97M-V functional and the def2-TZVPD basis

Last column: Mulliken charge in e.
Geometry (Å):
C 1.008 0.389 1.181  -0.639
O -0.706 -0.327 -2.247  -0.399
O 0.672 0.054 -0.215  -0.202
P -0.737 -0.503 -0.688  1.056
Cl -1.853 0.855 0.142  -0.058
Cl -0.874 -2.386 -0.291  -0.006
H 0.861 -0.532 1.918  0.313
H 0.435 1.318 1.649  0.308
H 2.100 0.667 1.278  0.254
H -0.908 0.465 -2.729  0.374

## Properties
**Spin multiplicity**: 1
**HOMO-LUMO gap**: 11.5997 eV
**LUMO energy**: -4.870 eV
**HOMO level**: -16.47 eV
**Total charge**: +1

=====

Short version: <x>, <w>, most stable first.

=====

<w>
C2H2FN3 | the ωB97M-V functional and the def2-TZVPD basis

Last column: Mulliken charge in e.
Geometry (Å):
C 0.101 -2.057 1.120  0.522
C 0.713 -1.507 0.071  -0.330
N -0.379 -2.629 2.005  -0.351
N -0.293 1.307 0.417  -0.028
N -0.912 0.380 0.013  -0.204
F 1.836 -0.793 0.400  -0.215
H 0.316 -1.313 -0.970  0.360
H -0.329 2.287 0.127  0.246

## Properties
**Spin multiplicity**: 1
**HOMO-LUMO gap (spin up / spin down)**: 7.7234 / 9.0955 eV
**LUMO energy (spin up / spin down)**: -1.051 / -0.018 eV
**HOMO level (spin up / spin down)**: -8.77 / -9.11 eV
**Total charge**: 0

=====

<x>
C2H2FN3 | the ωB97M-V functional and the def2-TZVPD basis

Last column: Mulliken charge in e.
Geometry (Å):
C 1.727 0.307 0.117  0.359
C 0.697 -0.648 0.460  -0.184
N 2.618 1.007 -0.110  -0.344
N -1.720 0.312 -0.763  -0.102
N -1.177 0.769 0.193  -0.160
F 0.402 -1.550 -0.431  -0.196
H 0.236 -0.701 1.453  0.370
H -2.784 0.504 -0.919  0.257

## Properties
**Spin multiplicity**: 1
**HOMO-LUMO gap (spin up / spin down)**: 8.4877 / 8.4634 eV
**LUMO energy (spin up / spin down)**: -0.536 / -0.268 eV
**HOMO level (spin up / spin down)**: -9.02 / -8.73 eV
**Total charge**: 0

=====

<y>
C2H2FN3 | the ωB97M-V functional and the def2-TZVPD basis

Last column: Mulliken charge in e.
Geometry (Å):
F -2.166 0.491 1.338  -0.166
N -1.909 -0.238 0.322  0.042
C -0.915 -1.404 0.274  0.048
N -0.093 -1.085 -0.663  -0.298
N -0.328 0.055 -1.214  -0.381
C -1.462 0.588 -0.864  0.031
H -1.076 -2.267 0.929  0.363
H -2.070 1.449 -1.136  0.361

## Properties
**SMILES string**: Fn1cnnc1
**Spin multiplicity**: 1
**HOMO-LUMO gap**: 9.6475 eV
**LUMO energy**: -0.102 eV
**HOMO level**: -9.75 eV
**Total charge**: 0

=====

Short version: <x>, <w>, <y>, most stable first.

=====

<w>
C4H5N2 | the ωB97M-V functional and the def2-TZVPD basis

Last column: Mulliken spin population.
Geometry (Å):
C -1.014 0.021 -0.021  1.278
C -1.419 -0.890 -1.017  0.156
C -0.082 -1.123 -1.398  0.023
C 0.776 1.140 1.332  -0.006
N 0.784 -0.414 -0.596  0.623
N 0.193 0.306 0.352  -0.072
H -2.333 -1.251 -1.093  0.001
H 0.265 -1.739 -2.319  0.002
H 0.669 2.119 1.098  -0.001
H 1.798 0.833 1.304  -0.001
H 0.364 0.999 2.356  -0.003

## Properties
**Spin multiplicity**: 3
**HOMO-LUMO gap (spin up / spin down)**: 11.0086 / 7.7341 eV
**LUMO energy (spin up / spin down)**: -4.436 / -8.517 eV
**HOMO level (spin up / spin down)**: -15.44 / -16.25 eV
**Total charge**: +1

=====

<x>
C4H5N2 | the ωB97M-V functional and the def2-TZVPD basis

Last column: Mulliken spin population.
Geometry (Å):
C 0.954 1.340 0.067  0.569
C -0.132 -1.392 0.005  0.035
C -1.412 0.633 -0.029  0.370
C 1.186 -1.002 0.025  0.494
N 1.375 0.248 0.068  0.032
N -1.035 -0.577 0.264  0.440
H 0.597 2.317 -0.129  0.001
H -0.255 -2.367 -0.230  0.014
H -1.967 1.197 0.689  0.035
H -1.430 1.142 -1.017  0.002
H 2.121 -1.538 0.287  0.007

## Properties
**Spin multiplicity**: 3
**HOMO-LUMO gap (spin up / spin down)**: 6.5013 / 9.2157 eV
**LUMO energy (spin up / spin down)**: -5.008 / -7.524 eV
**HOMO level (spin up / spin down)**: -11.51 / -16.74 eV
**Total charge**: +1

=====

Short version: <x>, <w>, most stable first.

=====

<w>
C17H26CaN11O5 | the ωB97M-V functional and the def2-TZVPD basis

Last column: Mulliken charge in e.
Geometry (Å):
Ca 0.061 -0.478 -0.398  2.631
O 1.996 -0.906 -0.027  -0.476
C 3.138 -0.313 -0.271  0.368
C 4.337 -1.054 -0.246  -0.734
C 5.558 -0.481 -0.517  -0.497
C 5.646 0.877 -0.839  -0.924
C 4.492 1.625 -0.851  -0.969
C 3.236 1.074 -0.558  0.875
C 2.066 1.969 -0.474  0.035
N 0.793 1.652 -0.231  0.206
C 0.095 2.854 -0.149  -0.791
C 0.936 3.892 -0.343  -0.794
N 2.172 3.319 -0.548  -0.092
H 4.259 -2.108 -0.006  0.354
H 6.456 -1.088 -0.489  0.414
H 6.599 1.333 -1.070  0.398
H 4.576 2.676 -1.111  0.290
H -0.963 2.884 0.063  0.446
H 0.784 4.958 -0.347  0.452
H 3.027 3.823 -0.702  0.140
N -2.168 -3.112 -0.029  -0.442
N -1.000 -3.878 -0.035  -0.131
C 0.082 -3.484 -0.716  0.878
N 1.204 -4.177 -0.569  -0.391
N -0.083 -2.399 -1.511  -0.712
N 0.979 -1.897 -2.215  1.259
O 0.785 -0.706 -2.593  -0.783
O 1.980 -2.524 -2.491  -0.751
H -2.152 -2.464 0.756  0.134
H -2.966 -3.728 0.018  0.298
H -0.863 -4.570 0.684  0.199
H 1.299 -4.855 0.166  0.212
H 2.017 -3.859 -1.074  0.181
C -0.662 0.344 4.662  -0.871
N -0.757 -0.738 3.687  0.211
C -1.493 -1.936 4.065  -0.986
C -0.279 -0.598 2.462  0.507
O -0.366 -1.445 1.555  -0.766
H -1.656 0.717 4.910  0.335
H -0.072 1.160 4.250  0.293
H -0.182 -0.013 5.572  0.312
H -2.567 -1.743 4.044  0.303
H -1.203 -2.235 5.070  0.401
H -1.260 -2.735 3.368  0.222
H 0.223 0.365 2.296  0.027
C -4.062 2.746 -2.822  -1.168
N -3.507 1.790 -1.878  0.091
C -4.040 1.480 -0.563  -0.383
C -2.985 0.518 -0.030  -0.047
O -3.019 -0.006 1.067  -0.621
N -1.997 0.351 -0.982  -0.234
C -2.358 1.123 -2.026  0.094
N -1.629 1.214 -3.134  -0.209
H -5.025 3.080 -2.448  0.389
H -4.227 2.287 -3.799  0.374
H -3.418 3.621 -2.938  0.368
H -5.013 0.993 -0.616  0.383
H -4.119 2.359 0.076  0.332
H -0.798 0.646 -3.224  0.163
H -1.908 1.800 -3.899  0.199

## Properties
**Spin multiplicity**: 1
**HOMO-LUMO gap**: 6.9828 eV
**LUMO energy**: -2.557 eV
**HOMO level**: -9.54 eV
**Total charge**: +1

=====

<x>
C17H26CaN11O5 | the ωB97M-V functional and the def2-TZVPD basis

Last column: Mulliken charge in e.
Geometry (Å):
Ca 0.011 0.640 -0.464  2.614
O 0.388 0.056 1.611  -0.559
C 1.360 0.253 2.465  0.297
C 1.077 0.264 3.845  -0.656
C 2.056 0.469 4.789  -0.441
C 3.374 0.686 4.399  -0.942
C 3.675 0.679 3.055  -1.107
C 2.707 0.454 2.065  0.816
C 3.145 0.423 0.659  0.235
N 2.427 0.437 -0.460  0.040
C 3.325 0.393 -1.502  -0.661
C 4.592 0.349 -1.025  -0.812
N 4.465 0.368 0.341  -0.064
H 0.045 0.121 4.141  0.415
H 1.791 0.477 5.838  0.409
H 4.146 0.869 5.132  0.398
H 4.702 0.883 2.780  0.312
H 3.006 0.383 -2.530  0.406
H 5.550 0.301 -1.511  0.436
H 5.217 0.325 1.003  0.145
N -0.191 0.806 -3.318  -0.263
N -0.001 2.116 -3.771  -0.385
C 0.064 3.132 -2.881  0.514
N 0.070 4.381 -3.344  -0.367
N 0.134 2.733 -1.626  -0.413
N 0.039 3.626 -0.580  1.329
O 0.019 4.832 -0.719  -0.736
O -0.023 3.027 0.477  -0.718
H 0.497 0.170 -3.702  0.328
H -1.117 0.486 -3.576  0.265
H -0.032 2.314 -4.758  0.139
H -0.061 4.567 -4.323  0.166
H 0.116 5.139 -2.682  0.211
C -5.423 -0.120 0.909  -0.857
N -4.398 0.725 0.327  0.136
C -4.653 2.154 0.296  -0.896
C -3.257 0.218 -0.127  0.402
O -2.339 0.877 -0.621  -0.926
H -5.593 0.158 1.950  0.336
H -5.105 -1.160 0.868  0.264
H -6.359 -0.014 0.358  0.323
H -4.828 2.518 1.309  0.329
H -5.535 2.361 -0.311  0.333
H -3.787 2.655 -0.126  0.213
H -3.174 -0.873 -0.024  0.105
C -0.208 -5.282 0.486  -1.086
N -0.208 -4.093 -0.334  0.102
C 0.178 -4.042 -1.732  -0.449
C 0.090 -2.542 -2.015  -0.064
O 0.341 -2.012 -3.081  -0.683
N -0.273 -1.901 -0.863  0.295
C -0.390 -2.831 0.088  -0.075
N -0.676 -2.485 1.346  -0.362
H -0.466 -6.137 -0.135  0.345
H -0.970 -5.204 1.260  0.380
H 0.766 -5.463 0.946  0.320
H -0.502 -4.596 -2.381  0.341
H 1.197 -4.401 -1.888  0.331
H -0.451 -1.502 1.591  0.208
H -0.548 -3.170 2.073  0.290

## Properties
**Spin multiplicity**: 1
**HOMO-LUMO gap**: 7.2165 eV
**LUMO energy**: -2.314 eV
**HOMO level**: -9.53 eV
**Total charge**: +1

=====

Short version: <x>, <w>, most stable first.